C35H49FN4O8ReSSi | the ωB97M-V functional and the def2-TZVPD basis

Structure (XYZ):
```
100
Properties=species:S:1:pos:R:3:forces:R:3:mulliken_charge:R:1
Re 0.428310 -1.675273 2.184950 0.0 -0.7 0.2 1.5499
O -1.119211 -4.338650 4.775714 0.1 -0.2 0.2 -0.5959
C -0.839472 -3.403924 4.089838 -0.1 0.0 -0.6 0.5456
O 0.091811 -3.384450 3.134038 0.0 0.3 0.5 -0.5784
C -1.614059 -2.115327 4.168434 0.3 0.2 0.0 0.3457
C -2.657475 -1.916516 5.039300 -0.1 0.0 0.2 -0.6163
C -3.317035 -0.698264 5.013335 -0.1 0.0 0.0 -0.4598
C -2.909835 0.280950 4.113253 -0.1 0.0 0.1 -0.7386
C -1.853454 0.021235 3.270946 0.0 -0.2 -0.1 -0.3895
N -1.223877 -1.163422 3.305199 0.3 0.1 -0.2 -0.2596
H -2.921301 -2.722176 5.712108 0.0 0.0 0.0 0.6058
H -4.143813 -0.508479 5.686826 0.0 0.0 0.0 0.4623
H -3.407223 1.239061 4.062705 0.0 0.0 0.0 0.4831
H -1.499380 0.737815 2.543501 0.0 0.0 0.0 0.5640
F 1.132045 3.227418 -2.525322 -0.2 -0.1 0.0 -0.3387
C 1.720142 3.211859 -1.316543 0.0 0.0 0.0 0.5670
C 1.451855 2.181620 -0.466219 -0.1 -0.2 0.1 -1.0751
C 2.018113 2.165956 0.815012 0.0 0.1 0.0 0.5709
C 1.755134 1.069637 1.732006 -0.2 -0.2 -0.3 1.8941
O 0.949012 0.158094 1.368485 0.1 0.4 -0.1 -0.7285
C 2.426533 1.089054 2.961501 0.1 0.0 0.1 -0.2383
C 3.226134 2.161157 3.268779 0.1 0.0 0.0 -0.5521
N 3.432249 3.206893 2.465013 0.0 0.1 0.0 0.2267
C 4.282329 4.305997 2.917855 -0.1 -0.2 -0.1 -0.3439
C 4.092216 4.819567 4.308456 0.1 0.0 0.1 -0.9427
C 3.641301 5.644609 3.144719 0.0 0.1 -0.1 -0.3701
C 2.855410 3.221426 1.196161 0.1 0.0 0.1 -0.1031
C 3.139468 4.246546 0.290223 0.2 0.1 0.0 -0.8585
C 2.587728 4.261534 -0.975302 0.1 0.1 -0.1 -1.0045
N 2.923851 5.307033 -1.872897 0.0 0.1 0.1 0.3144
C 2.560968 6.658502 -1.426506 0.0 -0.1 -0.1 -0.5383
C 3.025439 7.676172 -2.471406 0.1 -0.1 0.0 -0.6831
N 4.231757 7.098616 -3.158760 -0.2 -0.1 0.0 -0.1334
C 3.823969 5.936495 -4.035249 -0.1 0.0 0.1 -0.9392
C 2.734504 5.131277 -3.310411 0.2 0.1 0.0 -0.5948
C 2.331452 0.014623 3.995592 -0.3 -0.1 0.1 0.2166
O 2.930882 0.120015 5.032279 0.0 -0.1 0.0 -0.6661
O 1.529448 -0.995920 3.708602 -0.1 0.0 -0.3 -0.5110
H 0.796315 1.376620 -0.777272 0.0 0.0 0.0 0.8715
H 3.735455 2.166088 4.223171 0.0 0.0 0.0 0.7682
H 5.287649 4.260084 2.520736 0.0 0.0 0.0 0.4176
H 4.984871 5.125419 4.835569 0.0 0.0 0.0 0.2745
H 3.338841 4.360550 4.934867 0.0 0.0 -0.1 0.3545
H 4.206364 6.531463 2.889250 0.0 0.0 0.0 0.3004
H 2.575769 5.713974 2.966627 0.0 0.0 0.0 0.2193
H 3.833951 5.024426 0.575443 0.0 0.0 0.0 0.6830
H 3.043321 6.867013 -0.474285 0.0 0.0 0.1 0.3584
H 1.481896 6.774513 -1.284768 -0.1 0.0 0.0 0.3065
H 3.287930 8.628314 -2.019381 0.0 0.0 0.0 0.4325
H 2.282822 7.851502 -3.244810 0.0 0.0 -0.1 0.3383
H 4.870514 6.746698 -2.446540 0.1 0.0 0.1 0.3612
H 4.731872 7.802152 -3.699036 0.0 0.1 -0.1 0.3399
H 4.717606 5.348684 -4.223929 0.0 0.0 0.0 0.4323
H 3.460979 6.346044 -4.974876 0.0 0.0 0.0 0.3934
H 2.854428 4.087898 -3.581942 0.0 0.0 0.0 0.4772
H 1.739293 5.440781 -3.639668 0.0 0.0 0.0 0.3915
C -0.930425 -6.287604 0.628256 0.0 0.0 0.1 -1.4637
C -1.075555 -5.895361 -0.830396 0.1 0.2 0.0 1.5355
C 0.279921 -5.724166 -1.495703 0.1 0.0 0.0 -1.2871
C -1.937966 -6.879507 -1.594354 -0.1 0.0 -0.1 -1.6350
O -1.799742 -4.629670 -0.846760 -0.2 -0.3 -0.1 1.2563
Si -1.561407 -3.072101 -1.058074 0.0 0.1 0.3 -0.9407
S 0.249456 -2.556671 0.162894 -0.1 0.4 0.0 -0.3032
O -2.802622 -2.216181 -0.503797 -0.1 0.2 -0.1 -0.0551
C -4.042214 -2.519740 0.190743 0.1 -0.2 0.0 1.9062
C -3.696285 -3.001491 1.590452 0.0 -0.1 0.0 -1.1940
C -4.811549 -1.214398 0.234790 0.0 0.1 0.0 -1.7892
C -4.823226 -3.578110 -0.573737 0.0 0.0 -0.1 -1.5108
O -1.031560 -2.524174 -2.467184 0.2 0.0 0.0 -0.5194
C -1.580176 -2.452507 -3.809361 -0.2 -0.1 0.1 1.8226
C -3.093524 -2.590337 -3.745104 -0.1 0.0 0.0 -1.4716
C -1.174711 -1.095978 -4.351947 0.0 0.1 0.0 -1.8126
C -0.963006 -3.576595 -4.621969 0.1 -0.1 0.0 -1.5964
H -0.357991 -7.213534 0.713313 0.0 0.0 0.0 0.4905
H -1.910953 -6.445444 1.082068 0.0 0.0 0.0 0.3092
H -0.404784 -5.507575 1.185766 0.0 0.0 0.0 0.2258
H 0.783400 -6.690362 -1.549740 0.0 0.0 0.0 0.5488
H 0.919004 -5.043652 -0.926305 0.0 -0.1 0.0 0.2815
H 0.169503 -5.338861 -2.512028 0.0 0.0 0.1 0.1892
H -1.463582 -7.862452 -1.607224 0.0 0.0 0.0 0.4505
H -2.075439 -6.547153 -2.626235 0.0 0.0 0.0 0.3010
H -2.918033 -6.973864 -1.122793 0.0 0.0 0.0 0.3331
H -3.128505 -2.230899 2.114410 -0.1 0.0 -0.1 0.0265
H -3.100008 -3.919487 1.547305 -0.1 0.1 0.0 0.1428
H -4.607108 -3.208546 2.156837 0.1 0.0 0.0 0.6379
H -4.223291 -0.446935 0.745138 0.0 0.0 0.0 0.3093
H -5.755482 -1.347960 0.768300 0.1 0.0 0.0 0.3862
H -5.031143 -0.869572 -0.777454 0.0 0.0 0.1 0.3969
H -4.240654 -4.495009 -0.674193 -0.1 0.0 0.0 0.0797
H -5.084592 -3.213797 -1.570860 0.0 0.0 0.1 0.3182
H -5.748212 -3.812336 -0.042034 0.0 0.0 0.0 0.5165
H -3.527637 -1.797524 -3.130375 0.0 -0.1 -0.1 0.2549
H -3.376102 -3.560991 -3.320323 0.0 0.1 -0.1 0.2474
H -3.518885 -2.526456 -4.748173 0.0 0.0 0.0 0.5705
H -1.617311 -0.300673 -3.747235 0.0 0.0 0.0 0.3892
H -1.517444 -0.985296 -5.382516 0.0 0.0 0.0 0.4262
H -0.087088 -0.994916 -4.330891 -0.1 0.0 0.0 0.3730
H -1.293641 -4.547754 -4.245342 0.0 0.0 0.0 0.2030
H 0.126387 -3.529979 -4.564117 -0.1 0.0 0.0 0.3654
H -1.261619 -3.497366 -5.669421 0.0 0.0 0.1 0.4780
```
Forces are in eV/Å.

Results
net charge: +2
E_HOMO (spin up / spin down): -12.680 / -12.342 eV
lowest unoccupied orbital energy (spin up / spin down): -5.6 / -5.6 eV
spin multiplicity: 2
HOMO-LUMO gap (spin up / spin down): 7.13 / 6.78 eV
strongest force on any atom: 0.7 eV/Å
energy above the lowest of the compared OMol25 structures with the same formula, charge and spin: 0.398 eV

C3H2ClNO | the ωB97M-V functional and the def2-TZVPD basis

Structure (XYZ):
```
8
Properties=species:S:1:pos:R:3:forces:R:3:mulliken_charge:R:1
O 4.045552 -0.526643 -0.126640 -2.4 1.0 0.5 -0.3470
C 2.901202 -0.292258 0.050855 -1.2 -0.5 -0.6 0.5604
C 1.543473 -0.386388 0.170761 -3.4 -1.0 0.9 -0.3255
N 0.191051 0.518067 0.101515 3.1 -0.3 -0.4 -0.3646
C -1.080216 0.453369 0.010474 4.7 -3.8 0.4 -0.0225
Cl -2.195474 -0.922032 -0.050718 0.5 0.3 0.0 -0.1692
H 1.220839 -1.382971 0.642072 1.1 1.4 -0.8 0.2238
H -1.453288 1.382181 0.031000 -2.5 3.0 0.0 0.4445
```
Forces are in eV/Å.

Results
structure (SMILES): O=C=C/N=C\Cl
E_HOMO: -9.287 eV
lowest unoccupied orbital energy: -0.2 eV
HOMO-LUMO gap: 9.08 eV
strongest force on any atom: 6.1 eV/Å
energy above the lowest of the compared OMol25 structures with the same formula, charge and spin: 3.166 eV

C5H4N2O | the ωB97M-V functional and the def2-TZVPD basis

Structure (XYZ):
```
12
Properties=species:S:1:pos:R:3:forces:R:3:mulliken_charge:R:1
O 0.179209 2.385487 -0.563839 0.4 4.0 -1.3 -0.4838
C 0.210495 1.226515 -0.400024 -1.5 -3.1 1.4 0.5121
C -0.931914 0.414165 -0.905385 -0.2 0.7 -0.7 -0.2792
C -1.311750 -0.815426 -0.665400 0.1 -4.5 0.5 -0.1570
N -0.462805 -2.016973 -0.257526 2.5 4.1 2.8 -0.2259
N 0.599523 -1.794712 0.504767 -1.9 -0.6 -1.9 -0.2900
C 1.167634 -0.552369 1.048151 -2.0 -2.7 -1.9 -0.1161
C 1.051603 0.683493 0.669547 0.2 2.6 0.0 -0.3130
H -1.678537 0.945333 -1.485397 0.2 0.6 0.2 0.3143
H -2.335703 -1.232971 -0.918357 1.4 0.9 0.1 0.3384
H 1.947460 -0.728263 1.702851 1.0 -1.0 1.7 0.4204
H 1.564784 1.485720 1.270612 -0.2 -0.9 -0.9 0.2797
```
Forces are in eV/Å.

Results
structure (SMILES): O=c1ccnncc1
E_HOMO: -9.717 eV
lowest unoccupied orbital energy: -1.1 eV
HOMO-LUMO gap: 8.65 eV
strongest force on any atom: 5.6 eV/Å
energy above the lowest of the compared OMol25 structures with the same formula, charge and spin: 3.515 eV